Here is 2 unconnected molecules or ions with the total composition C19H28N7O7 in a non-equilibrium geometry from the Open Molecules 2025 dataset. Energies are from wB97M-V/def2-TZVPD.

Properties
HOMO	-0.2158	Eh
charge	-1
orbital gap	8.259	eV
E_LUMO	2.4	eV

```
61
C19H28N7O7, DFT wB97M-V/def2-TZVPD
O -1.622 -2.609 -2.106
O -2.636 0.514 2.276
O -6.503 -0.895 -3.145
O -2.215 0.677 0.144
N 3.667 -1.248 0.661
N 5.733 -2.290 0.122
O 4.084 1.071 4.110
O 0.196 1.481 0.245
O -0.492 1.714 2.896
C -2.823 -2.401 -2.065
C -3.018 0.510 1.087
C -5.327 -0.615 -2.916
C 4.817 2.163 0.660
C 3.754 1.307 0.823
C 4.426 -2.324 0.420
C 4.251 -0.053 0.609
C 6.283 -1.100 0.088
C 5.596 0.063 0.318
N 7.595 -1.103 -0.255
N 5.940 1.411 0.353
N -4.504 -0.123 -3.852
N 2.468 2.451 2.513
N -3.317 -1.271 -1.559
C -3.766 -3.452 -2.618
C -4.885 0.193 -5.226
C 2.826 0.424 3.929
C -4.512 0.288 0.798
C 2.389 1.863 1.168
C 1.155 0.929 1.173
C 0.669 0.900 2.644
C 1.833 1.493 3.445
C -4.914 0.417 -0.683
C -4.735 -0.866 -1.519
H 4.122 1.725 3.378
H -0.717 1.065 0.309
H -1.328 1.247 2.581
H 4.766 3.243 0.773
H 3.941 -3.295 0.461
H 7.862 -0.344 -0.865
H 7.890 -2.037 -0.519
H 6.884 1.781 0.243
H -3.550 0.054 -3.562
H 1.898 3.300 2.513
H -2.641 -0.637 -1.128
H -4.530 -3.685 -1.881
H -3.193 -4.352 -2.836
H -4.225 -3.085 -3.533
H -4.019 0.097 -5.882
H -5.667 -0.490 -5.563
H -5.264 1.215 -5.274
H 2.481 -0.034 4.861
H 2.931 -0.367 3.180
H -5.079 1.035 1.358
H -4.819 -0.694 1.164
H 2.198 2.668 0.449
H 1.419 -0.082 0.857
H 0.459 -0.129 2.954
H 1.453 2.018 4.328
H -5.977 0.665 -0.703
H -4.385 1.250 -1.148
H -5.325 -1.654 -1.052
```


Here is a single C5H8O3 molecule in a non-equilibrium geometry from the Open Molecules 2025 dataset. Energies are from wB97M-V/def2-TZVPD.

Properties
SMILES string	OC1[C@H]2OCCO[C@H]12
HOMO	-0.3249	Eh
ΔE to the lowest compared entry with this formula, charge and spin	6.905	eV
orbital gap	9.571	eV
E_LUMO	0.7	eV

```
16
C5H8O3, DFT wB97M-V/def2-TZVPD
O -2.468 1.032 0.760
C -1.112 1.101 0.983
C -0.366 0.884 -0.196
O 1.025 0.944 -0.760
C 1.271 -0.473 -1.108
C 0.796 -1.555 -0.196
O -0.392 -1.362 0.672
C -0.340 -0.145 0.861
H -2.991 1.821 0.253
H -0.868 1.860 1.751
H -0.995 0.689 -1.011
H 1.070 -0.486 -2.215
H 2.456 -0.286 -1.096
H 0.733 -2.651 -0.664
H 1.532 -1.638 0.543
H 0.649 0.265 1.422
```


Here is a single C18H18N6O2S molecule in a non-equilibrium geometry from the Open Molecules 2025 dataset. Energies are from wB97M-V/def2-TZVPD.

Properties
SMILES string	CCn1c(SCC(=O)NNC(=O)c2ccccc2)nnc1-c1ccncc1
HOMO	-0.3169	Eh
ΔE to the lowest compared entry with this formula, charge and spin	1.360	eV
orbital gap	8.991	eV
E_LUMO	0.4	eV

```
45
C18H18N6O2S, DFT wB97M-V/def2-TZVPD
C -4.920 -2.073 0.066
C -3.881 -1.326 0.897
N -2.737 -0.950 0.107
C -1.715 -1.780 -0.239
S -1.666 -3.463 0.166
C 0.073 -3.750 -0.271
C 0.942 -2.692 0.390
O 0.808 -2.329 1.542
N 1.933 -2.241 -0.399
N 2.771 -1.231 0.057
C 3.712 -0.723 -0.776
O 3.872 -1.190 -1.890
C 4.526 0.380 -0.207
C 5.829 0.529 -0.676
C 6.638 1.536 -0.185
C 6.148 2.413 0.769
C 4.845 2.285 1.222
C 4.033 1.273 0.740
N -0.777 -1.130 -0.880
N -1.160 0.146 -0.954
C -2.330 0.271 -0.379
C -3.037 1.536 -0.290
C -4.425 1.651 -0.327
C -4.983 2.918 -0.244
N -4.274 4.027 -0.141
C -2.955 3.920 -0.132
C -2.287 2.711 -0.203
H -4.496 -2.998 -0.317
H -5.779 -2.313 0.686
H -5.253 -1.471 -0.777
H -3.526 -1.977 1.703
H -4.304 -0.420 1.338
H 0.168 -3.739 -1.355
H 0.314 -4.736 0.126
H 2.009 -2.373 -1.401
H 2.546 -0.906 0.988
H 6.188 -0.160 -1.426
H 7.650 1.640 -0.547
H 6.777 3.201 1.154
H 4.458 2.979 1.953
H 3.011 1.205 1.081
H -5.064 0.791 -0.448
H -6.057 3.049 -0.265
H -2.413 4.853 -0.061
H -1.211 2.655 -0.196
```


Here is 8 unconnected molecules or ions with the total composition H16O8 in a non-equilibrium geometry from the Open Molecules 2025 dataset. Energies are from wB97M-V/def2-TZVPD.

Properties
SMILES string	O.O.O.O.O.O.O.O
HOMO	-0.3906	Eh
ΔE to the lowest compared entry with this formula, charge and spin	4.970	eV
orbital gap	10.237	eV
E_LUMO	-0.4	eV

```
24
H16O8, DFT wB97M-V/def2-TZVPD
O 0.076 -0.415 1.053
H -0.463 -0.644 0.285
H 0.073 0.581 1.230
O 2.686 0.000 -1.929
H 2.680 0.474 -1.085
H 2.261 -0.831 -1.775
O -2.487 2.779 1.296
H -1.806 2.406 0.774
H -2.215 3.045 2.230
O 0.922 -2.498 -2.197
H 0.308 -2.902 -1.625
H 1.687 -3.004 -1.828
O -0.281 -4.364 -2.182
H 0.309 -4.673 -2.906
H -0.416 -5.011 -1.582
O -0.399 3.855 0.842
H -0.004 4.662 1.233
H -0.084 3.228 1.393
O 0.993 0.682 5.128
H 1.248 1.566 5.527
H 0.644 0.715 4.243
O -1.621 -0.097 -2.277
H -2.324 0.161 -1.798
H -1.016 0.682 -2.179
```


Here is 2 unconnected molecules or ions with the total composition C4H7NO in a non-equilibrium geometry from the Open Molecules 2025 dataset. Energies are from wB97M-V/def2-TZVPD.

Properties
SMILES string	CC(N)=O.C#C
HOMO	-0.3636	Eh
ΔE to the lowest compared entry with this formula, charge and spin	2.827	eV
orbital gap	10.584	eV
E_LUMO	0.7	eV

```
13
C4H7NO, DFT wB97M-V/def2-TZVPD
C 1.173 -0.690 -0.024
C 0.466 0.258 0.967
N 1.263 0.794 1.920
O -0.740 0.521 0.964
H 0.643 -1.688 -0.006
H 2.204 -0.914 0.318
H 1.295 -0.265 -1.079
H 0.800 1.443 2.543
H 2.268 0.521 2.074
C -2.733 0.142 -2.374
C -1.851 -0.067 -1.607
H -3.785 0.319 -2.631
H -1.005 -0.373 -1.065
```


Here is a single C16H14Cl2N4O3 molecule in a non-equilibrium geometry from the Open Molecules 2025 dataset. Energies are from wB97M-V/def2-TZVPD.

Properties
SMILES string	COc1ccc(-n2c(O)cc(NNc3ncc(Cl)cc3Cl)c2O)cc1
HOMO	-0.2417	Eh
orbital gap	7.045	eV
E_LUMO	0.5	eV

```
39
C16H14Cl2N4O3, DFT wB97M-V/def2-TZVPD
C -2.630 -5.571 3.463
O -1.827 -4.537 4.028
C -1.512 -3.476 3.239
C -0.334 -2.806 3.535
C 0.154 -1.726 2.839
C -0.612 -1.307 1.731
N -0.155 -0.256 0.970
C -0.877 0.893 0.614
O -2.108 1.182 1.042
C -0.085 1.682 -0.182
C 1.178 1.048 -0.260
N 2.277 1.483 -1.024
N 2.399 2.849 -1.465
C 1.916 3.328 -2.692
N 1.486 4.579 -2.676
C 0.998 5.141 -3.813
C 0.882 4.422 -5.020
Cl 0.223 5.158 -6.496
C 1.355 3.099 -5.022
C 1.925 2.568 -3.877
Cl 2.641 0.928 -3.897
C 1.139 -0.098 0.488
O 2.164 -0.982 0.602
C -1.826 -1.904 1.400
C -2.294 -3.014 2.155
H -2.529 -6.457 4.112
H -3.665 -5.221 3.356
H -2.272 -5.863 2.466
H 0.227 -3.179 4.395
H 1.088 -1.230 3.118
H -2.395 0.489 1.660
H -0.340 2.607 -0.679
H 3.075 0.856 -1.079
H 2.275 3.535 -0.754
H 0.649 6.157 -3.841
H 1.259 2.471 -5.922
H 1.863 -1.816 1.031
H -2.440 -1.583 0.534
H -3.270 -3.451 1.922
```


Here is a gas-phase ion, C7H10N2P (charge +1) in a non-equilibrium geometry from the Open Molecules 2025 dataset. Energies are from wB97M-V/def2-TZVPD.

Properties
SMILES string	CN1C[PH]#C[C@@]12C=C[NH+]=C2
HOMO	-0.4586	Eh
ΔE to the lowest compared entry with this formula, charge and spin	6.998	eV
charge	+1
orbital gap	7.069	eV
E_LUMO	-5.4	eV

```
20
C7H10N2P, DFT wB97M-V/def2-TZVPD
C 1.148 0.203 1.261
N 0.770 0.403 -0.093
C 1.008 1.746 -0.464
P 0.870 1.746 -2.376
C -0.223 0.322 -2.203
C -0.524 -0.152 -0.592
C -0.704 -1.581 -0.841
C -1.392 -2.154 0.153
N -1.876 -1.038 0.982
C -1.515 0.096 0.441
H 2.078 0.788 1.498
H 0.417 0.571 1.913
H 1.347 -0.816 1.347
H 0.394 2.476 -0.061
H 1.953 2.094 -0.166
H 1.764 0.691 -2.768
H -0.294 -1.971 -1.665
H -1.576 -3.098 0.595
H -2.257 -1.277 1.905
H -1.389 0.952 1.134
```


Here is a molecular structure, C44H39BMnN8S2 from the Open Molecules 2025 dataset. Energies are from wB97M-V/def2-TZVPD.

Properties
HOMO (alpha / beta)	-0.0484 / -0.0499	Eh
ΔE to the lowest compared entry with this formula, charge and spin	0.000	eV
charge	-2
orbital gap (alpha / beta)	5.174 / 5.215	eV
2S+1	6
E_LUMO (alpha / beta)	3.9 / 3.9	eV

```
95
C44H39BMnN8S2, DFT wB97M-V/def2-TZVPD
Mn 0.089 0.119 -0.027
C 3.513 -0.683 -4.452
C 2.875 0.187 -3.419
C 2.813 1.561 -3.373
C 2.086 1.854 -2.207
N 1.745 0.738 -1.586
N 2.223 -0.289 -2.335
B 2.024 -1.773 -1.943
N 2.540 -1.997 -0.506
N 2.175 -1.165 0.486
C 2.816 -1.559 1.572
C 3.598 -2.697 1.290
C 3.391 -2.941 -0.051
C 3.954 -4.020 -0.918
C 2.695 -0.834 2.855
C 3.024 -1.465 4.049
C 2.908 -0.799 5.263
C 2.459 0.513 5.295
C 2.132 1.152 4.105
C 2.254 0.483 2.898
N 0.551 -2.226 -2.094
N -0.460 -1.706 -1.351
C -1.574 -2.314 -1.733
C -1.282 -3.246 -2.750
C 0.075 -3.158 -2.949
C 0.921 -3.917 -3.920
C -2.911 -2.030 -1.164
C -3.128 -1.032 -0.217
C -4.404 -0.781 0.267
C -5.487 -1.526 -0.177
C -5.283 -2.532 -1.113
C -4.007 -2.777 -1.600
C 1.658 3.185 -1.740
C 1.368 3.430 -0.404
C 0.880 4.665 0.001
C 0.700 5.682 -0.924
C 1.005 5.453 -2.261
C 1.474 4.213 -2.664
H 3.978 -0.051 -5.208
H 2.782 -1.323 -4.948
H 4.279 -1.332 -4.024
H 3.235 2.252 -4.084
H 2.679 -2.450 -2.686
H 4.244 -3.245 1.956
H 4.585 -4.673 -0.314
H 4.557 -3.612 -1.731
H 3.166 -4.626 -1.369
H 3.343 -2.501 4.034
H 3.154 -1.313 6.185
H 2.353 1.032 6.240
H 1.757 2.168 4.113
H 1.987 0.985 1.978
H -1.960 -3.899 -3.274
H 0.287 -4.611 -4.472
H 1.707 -4.488 -3.424
H 1.405 -3.255 -4.639
H -2.314 -0.434 0.163
H -4.534 0.017 0.987
H -6.484 -1.323 0.197
H -6.117 -3.124 -1.472
H -3.869 -3.561 -2.333
H 1.484 2.641 0.325
H 0.602 4.805 1.038
H 0.293 6.636 -0.613
H 0.837 6.230 -2.997
H 1.646 4.021 -3.716
S -1.292 1.297 -2.138
C -1.931 2.815 -1.612
C -2.471 3.710 -2.551
C -2.960 4.963 -2.212
C -3.486 5.825 -3.244
N -3.904 6.499 -4.080
C -2.924 5.371 -0.872
C -2.407 4.498 0.077
C -1.915 3.225 -0.238
S -1.317 2.199 1.027
C -3.401 6.670 -0.466
N -3.786 7.705 -0.138
H -2.492 3.404 -3.589
H -2.374 4.814 1.112
C -2.958 -2.328 3.756
C -1.506 -1.903 4.012
C -0.679 -3.130 4.421
C -1.470 -0.870 5.148
C -0.948 -1.304 2.788
C -0.519 -0.761 1.783
H -3.394 -2.773 4.658
H -3.004 -3.056 2.944
H -3.558 -1.466 3.460
H -1.085 -3.582 5.334
H 0.359 -2.842 4.601
H -0.690 -3.875 3.623
H -1.910 -1.287 6.062
H -2.026 0.024 4.861
H -0.439 -0.574 5.356
```


no.,molar mass (u)
1,466.47
2,116.12
3,382.45
4,144.12
5,85.11
6,381.22
7,153.15
8,809.74